Record 1
59
Properties=species:S:1:pos:R:3:forces:R:3 method="wB97M-V/def2-TZVPD" e_lumo_ev=-2.5 total_energy_ha=-987.21599 e_homo_ev=-12.8 charge=+1
N 0.424 -1.221 0.447 0.230 -0.415 0.458
H 1.141 -1.319 -0.292 -0.097 0.398 0.097
H -0.275 -0.510 0.214 0.070 -0.159 -0.232
H 0.874 -0.928 1.344 -0.062 0.108 -0.139
H -0.024 -2.146 0.576 -0.184 0.321 -0.096
C 4.713 -0.661 -2.441 0.332 0.298 -0.112
C 3.494 -0.211 -1.665 0.136 0.312 0.159
C 2.741 0.916 -2.345 -0.115 -0.362 -0.166
O 2.575 -1.312 -1.448 -0.062 -0.387 -0.313
H 5.082 -1.636 -2.116 -0.038 -0.020 -0.002
H 5.531 0.045 -2.275 -0.069 -0.030 0.050
H 4.543 -0.656 -3.519 -0.153 -0.265 0.031
H 3.822 0.149 -0.685 -0.121 -0.253 0.109
H 1.692 0.902 -2.046 0.069 0.172 0.227
H 2.756 0.778 -3.428 0.037 0.128 -0.006
H 3.202 1.862 -2.080 -0.089 0.159 -0.141
H 3.057 -2.133 -1.600 0.076 0.010 0.157
C -2.186 0.804 -3.681 0.385 0.390 0.126
C -1.132 1.203 -2.642 -1.012 -0.886 0.218
C -1.531 2.372 -1.784 1.305 0.898 -0.131
O -0.965 0.088 -1.695 -0.021 0.345 -0.658
H -1.745 0.150 -4.433 -0.163 -0.212 0.091
H -2.554 1.686 -4.208 0.002 0.019 0.041
H -3.026 0.326 -3.178 -0.051 -0.063 -0.088
H -0.182 1.346 -3.160 0.078 0.293 0.203
H -2.508 2.319 -1.316 -0.134 -0.229 -0.151
H -1.439 3.311 -2.338 -0.313 -0.128 -0.122
H -0.760 2.474 -1.011 -0.254 0.001 0.173
H -0.945 -0.697 -2.261 0.197 -0.221 0.126
C -0.031 0.515 4.488 -0.559 -0.108 0.228
C 1.132 0.844 3.599 0.547 0.387 0.413
C 2.323 1.360 4.395 0.184 0.305 0.236
O 1.528 -0.318 2.845 0.010 -0.288 -0.410
H -0.753 -0.102 3.948 -0.047 0.075 0.075
H -0.540 1.417 4.826 0.025 0.031 -0.074
H 0.289 -0.009 5.393 0.055 -0.137 -0.081
H 0.854 1.601 2.869 -0.149 -0.172 -0.214
H 3.041 1.890 3.767 0.048 -0.245 -0.067
H 2.829 0.549 4.923 -0.006 -0.067 -0.143
H 2.026 2.071 5.171 -0.227 -0.020 -0.139
H 1.543 -1.080 3.435 0.125 0.129 0.204
C -4.199 1.034 0.779 0.071 0.221 -0.111
C -3.009 0.482 1.562 -0.145 0.087 -0.646
C -2.982 -1.033 1.506 -0.444 -0.273 0.650
O -1.779 1.049 1.088 0.373 -0.073 0.596
H -4.282 2.116 0.895 0.071 -0.031 0.070
H -5.139 0.589 1.104 0.050 -0.027 0.072
H -4.097 0.839 -0.294 0.066 -0.152 0.084
H -3.096 0.802 2.601 0.116 0.042 0.010
H -3.972 -1.402 1.798 0.054 -0.036 -0.271
H -2.318 -1.481 2.251 0.309 0.169 -0.231
H -2.744 -1.404 0.510 -0.006 0.014 -0.063
H -1.672 0.939 0.137 -0.514 -0.107 -0.140
O -0.947 -3.726 0.569 0.094 -0.128 0.054
H -0.658 -4.489 1.081 -0.027 -0.029 0.023
H -1.586 -4.073 -0.063 -0.025 0.058 -0.047
O 0.247 -2.047 -3.271 -0.042 -0.064 0.139
H 0.594 -2.246 -4.146 -0.097 -0.011 -0.043
H 1.024 -1.991 -2.699 0.109 0.227 -0.086

***

Record 2
48
Properties=species:S:1:pos:R:3:forces:R:3 method="wB97M-V/def2-TZVPD" smiles="C[C@@H]1CCc2c(C(=O)NCCCN3CCOCC3)csc2C1" e_lumo_ev=0.6 total_energy_ha=-1321.57691 e_homo_ev=-8.5 charge=0
C 6.831 0.424 -0.920 -0.194 -0.076 0.234
C 5.498 0.162 -0.227 0.086 0.151 -0.355
C 4.632 -0.812 -1.028 -0.002 -0.038 0.386
C 3.391 -1.220 -0.236 0.111 -0.128 -0.218
C 2.716 -0.023 0.350 0.037 0.077 0.041
C 1.388 0.008 0.883 0.198 0.394 0.084
C 0.510 -1.187 0.924 -0.331 0.210 0.147
O 0.934 -2.324 0.828 0.200 -0.216 -0.078
N -0.805 -0.914 1.098 -0.228 0.098 0.019
C -1.821 -1.935 1.106 -0.140 -0.288 -0.111
C -2.568 -2.025 -0.231 0.084 0.252 0.137
C -2.999 -0.647 -0.753 0.006 -0.269 -0.028
N -3.514 0.195 0.317 0.110 0.097 0.008
C -3.473 1.623 0.043 -0.305 0.181 -0.165
C -4.601 2.080 -0.891 0.352 0.059 0.051
O -5.864 1.731 -0.366 -0.043 0.050 0.102
C -5.956 0.337 -0.155 0.109 -0.274 0.143
C -4.847 -0.161 0.782 -0.223 0.143 -0.076
C 1.062 1.246 1.357 0.224 0.180 -0.055
S 2.335 2.383 1.173 -0.021 -0.644 -0.170
C 3.344 1.179 0.436 -0.394 0.330 0.208
C 4.727 1.473 -0.031 0.177 -0.104 0.020
H 7.401 -0.498 -1.011 0.101 -0.073 -0.041
H 7.424 1.139 -0.353 0.124 0.091 0.013
H 6.669 0.827 -1.918 0.000 0.056 -0.134
H 5.690 -0.276 0.758 -0.036 0.000 0.022
H 5.210 -1.702 -1.280 0.023 -0.005 -0.073
H 4.329 -0.333 -1.962 0.030 0.031 -0.106
H 2.689 -1.767 -0.867 0.058 -0.051 0.077
H 3.666 -1.896 0.579 -0.032 -0.081 -0.082
H -1.142 0.033 1.084 0.107 0.009 -0.020
H -2.527 -1.708 1.908 0.065 -0.087 -0.022
H -1.324 -2.885 1.314 -0.126 0.111 0.063
H -3.433 -2.676 -0.099 -0.026 -0.092 -0.043
H -1.920 -2.480 -0.981 -0.033 -0.084 -0.036
H -2.122 -0.142 -1.166 -0.061 -0.010 -0.027
H -3.713 -0.791 -1.578 0.105 0.077 -0.019
H -2.504 1.888 -0.385 0.029 0.015 0.024
H -3.588 2.138 1.003 0.027 0.090 -0.071
H -4.604 3.167 -0.991 0.065 -0.052 -0.064
H -4.470 1.629 -1.887 -0.021 0.061 0.047
H -6.939 0.162 0.286 0.050 -0.086 -0.045
H -5.901 -0.189 -1.121 -0.045 0.039 0.064
H -4.916 -1.242 0.897 -0.033 -0.051 0.074
H -4.982 0.306 1.763 -0.090 -0.090 0.001
H 0.161 1.570 1.841 -0.235 -0.025 0.115
H 5.240 2.115 0.689 0.057 0.015 -0.041
H 4.687 2.019 -0.981 0.084 0.005 -0.001

***

Record 3
21
Properties=species:S:1:pos:R:3:forces:R:3 method="wB97M-V/def2-TZVPD" multiplicity=3 e_lumo_ev="-4.7 / -7.8" total_energy_ha=-457.59758 s_squared=2.038 e_homo_ev="-12.9 / -14.1" charge=+1
C -2.015 -0.205 -0.378 1.599 2.704 -0.694
C -1.231 0.967 -0.322 2.483 -0.796 0.420
C -3.209 1.559 0.288 -1.752 -4.660 -1.702
C 3.629 0.687 0.467 1.877 -0.868 -2.095
C -4.258 -0.821 0.234 -1.173 1.108 1.335
C 2.179 0.403 0.752 0.210 1.843 0.071
C 1.235 0.685 -0.370 0.287 1.233 -3.166
N -0.062 1.367 -0.175 2.542 -0.705 0.421
N -3.246 0.156 -0.120 -1.959 3.209 2.341
O -2.101 2.017 0.025 -0.921 2.292 0.625
H -1.761 -1.072 -0.849 0.610 -2.422 -0.705
H 3.861 1.719 0.227 -0.481 0.362 -0.069
H 4.191 0.104 -0.376 -1.411 0.588 1.438
H 4.171 0.507 1.371 0.493 -0.340 0.581
H -5.208 -0.409 -0.124 0.013 -0.396 0.466
H -4.071 -1.754 -0.247 0.313 -0.518 -0.337
H -4.196 -0.919 1.353 -0.514 -0.178 -1.166
H 2.065 -0.535 1.177 -0.397 -1.981 0.611
H 1.970 1.102 1.511 -0.546 0.851 1.308
H 1.106 -0.256 -0.927 0.001 0.477 -0.341
H 1.820 1.500 -0.994 -1.276 -1.804 0.660

***

The following relative energy (zero: lowest compared OMol25 entry of this formula, charge and spin) values (in kcal/mol) correspond, in order, to the records above: 0.0 29.5 60.3.